No. 1
{"formula": "C18H14N4O3", "method": "ωB97M-V with the def2-TZVPD basis set", "de_lowest_ev": 1.130, "total_charge": 0, "lumo_energy_ev": -0.01, "e_tot_ev": -30995.3306, "e_homo_ev": -8.357, "homo_lumo_gap_ev": 8.3, "species": ["O", "C", "C", "C", "C", "C", "O", "N", "N", "C", "C", "C", "C", "C", "C", "C", "N", "C", "N", "C", "C", "C", "C", "C", "O", "H", "H", "H", "H", "H", "H", "H", "H", "H", "H", "H", "H", "H", "H"], "xyz": [[-2.69, -1.67, -1.33], [-2.49, -0.71, -0.60], [-3.55, -0.04, 0.14], [-3.58, 1.03, 1.01], [-4.92, 1.19, 1.39], [-5.62, 0.22, 0.73], [-4.81, -0.52, -0.02], [-1.22, -0.21, -0.44], [-0.84, 0.84, 0.35], [0.46, 0.93, 0.18], [1.30, 1.91, 0.85], [2.67, 1.87, 0.65], [3.49, 2.79, 1.28], [2.94, 3.75, 2.11], [1.56, 3.79, 2.31], [0.74, 2.88, 1.68], [0.97, 0.00, -0.68], [-0.06, -0.70, -1.06], [-0.07, -1.73, -1.90], [1.16, -2.25, -2.46], [2.21, -2.42, -1.41], [2.20, -3.10, -0.22], [3.45, -2.85, 0.39], [4.12, -2.03, -0.47], [3.38, -1.78, -1.56], [-2.73, 1.60, 1.32], [-5.32, 1.93, 2.06], [-6.66, -0.03, 0.72], [3.08, 1.11, 0.00], [4.56, 2.76, 1.13], [3.57, 4.47, 2.60], [1.14, 4.54, 2.96], [-0.33, 2.90, 1.83], [-0.97, -2.18, -2.04], [1.55, -1.56, -3.21], [0.92, -3.21, -2.93], [1.40, -3.71, 0.17], [3.80, -3.22, 1.33], [5.10, -1.60, -0.43]]}

=====

No. 2
{"formula": "C2H4N6O5", "method": "ωB97M-V with the def2-TZVPD basis set", "de_lowest_ev": 2.797, "total_charge": 0, "lumo_energy_ev": -0.62, "e_tot_ev": -21306.1445, "e_homo_ev": -10.313, "homo_lumo_gap_ev": 9.7, "species": ["H", "N", "C", "N", "C", "N", "O", "N", "N", "O", "O", "N", "O", "O", "H", "H", "H"], "xyz": [[0.39, 0.00, 2.69], [0.79, -0.09, 1.78], [0.21, -0.08, 0.70], [0.83, 0.03, -0.51], [2.33, 0.04, -0.69], [0.04, 0.04, -1.59], [0.56, 0.21, -2.67], [-1.27, -0.07, 0.54], [-1.73, -1.28, 0.04], [-0.95, -2.18, -0.02], [-2.88, -1.27, -0.22], [-1.99, 1.19, 0.67], [-1.23, 2.06, 0.97], [-3.17, 1.19, 0.55], [2.52, 0.30, -1.88], [2.83, 0.82, -0.05], [2.72, -0.91, -0.32]]}

=====

No. 3
{"formula": "C2H5I3Si", "method": "ωB97M-V with the def2-TZVPD basis set", "total_charge": 0, "lumo_energy_ev": -0.33, "e_tot_ev": -34337.3431, "e_homo_ev": -9.557, "homo_lumo_gap_ev": 9.2, "species": ["C", "C", "Si", "I", "I", "I", "H", "H", "H", "H", "H"], "xyz": [[-0.01, 0.77, 0.75], [0.74, 0.25, -0.49], [2.62, -0.05, 0.02], [3.01, 1.13, 2.14], [3.28, -2.44, 0.10], [4.04, 0.98, -1.65], [0.69, 1.04, 1.64], [-0.69, 1.59, 0.49], [-0.61, -0.02, 1.19], [0.85, 0.92, -1.27], [0.11, -0.50, -0.84]]}

=====

No. 4
{"formula": "C5H16O2S", "method": "ωB97M-V with the def2-TZVPD basis set", "de_lowest_ev": 0.161, "total_charge": -1, "multiplicity": 2, "lumo_energy_ev": [3.03, 2.96], "e_tot_ev": -20373.3589, "e_homo_ev": [0.506, -5.415], "homo_lumo_gap_ev": [2.5, 8.4], "species": ["C", "C", "C", "C", "S", "C", "H", "H", "H", "H", "H", "H", "H", "H", "H", "H", "H", "H", "H", "H", "O", "H", "H", "O"], "xyz": [[2.80, 0.21, -0.14], [1.39, 0.17, -0.77], [0.42, -0.58, 0.20], [-0.27, -1.74, -0.47], [-1.51, -1.46, -1.87], [-1.94, 0.34, -1.87], [2.72, 0.91, 0.70], [3.24, -0.75, 0.11], [3.50, 0.78, -0.79], [1.40, -0.31, -1.75], [1.10, 1.22, -0.84], [-0.31, 0.12, 0.58], [0.99, -0.96, 1.04], [0.40, -2.50, -0.93], [-0.90, -2.34, 0.19], [-2.33, 0.47, -2.88], [-1.07, 0.90, -1.55], [-2.85, 0.61, -1.30], [-0.92, 1.59, 1.62], [-2.21, 1.68, 0.75], [-1.34, 2.08, 0.88], [-1.15, -0.86, 2.86], [-0.48, 0.44, 3.55], [-0.68, -0.01, 2.71]]}

=====

No. 5
{"formula": "C5H15N3", "method": "ωB97M-V with the def2-TZVPD basis set", "de_lowest_ev": 4.572, "total_charge": 0, "lumo_energy_ev": 1.08, "e_tot_ev": -9894.5797, "e_homo_ev": -8.545, "homo_lumo_gap_ev": 9.6, "species": ["C", "N", "C", "C", "C", "N", "C", "N", "H", "H", "H", "H", "H", "H", "H", "H", "H", "H", "H", "H", "H", "H", "H"], "xyz": [[1.29, 1.31, 0.16], [0.41, 0.47, -0.62], [0.91, -0.94, -0.69], [-0.10, -1.97, -1.22], [-1.43, -1.94, -0.23], [-0.75, -2.24, 1.11], [0.62, 2.63, 0.46], [-0.47, 2.50, 1.46], [2.19, 1.51, -0.43], [1.42, 0.85, 1.13], [0.08, 0.82, -1.51], [1.12, -1.17, 0.35], [1.76, -0.97, -1.35], [0.27, -3.00, -1.13], [-0.54, -1.73, -2.18], [-1.96, -1.00, -0.53], [-2.02, -2.69, -0.76], [-0.91, -1.19, 0.69], [-1.36, -2.58, 1.86], [0.21, 2.97, -0.51], [1.23, 3.42, 0.91], [-0.96, 1.62, 1.41], [-1.01, 3.33, 1.61]]}

=====

No. 6
{"formula": "C60H79F3N6O36S5", "method": "ωB97M-V with the def2-TZVPD basis set", "total_charge": 0, "lumo_energy_ev": -1.11, "e_tot_ev": -208454.6161, "e_homo_ev": -9.245, "homo_lumo_gap_ev": 8.1, "species": ["C", "C", "C", "C", "C", "C", "N", "O", "O", "H", "H", "H", "H", "H", "C", "C", "C", "C", "C", "C", "N", "O", "O", "H", "H", "H", "H", "H", "C", "C", "C", "C", "C", "C", "N", "O", "O", "H", "H", "H", "H", "H", "C", "C", "C", "C", "C", "C", "N", "O", "O", "H", "H", "H", "H", "H", "C", "C", "C", "C", "C", "C", "N", "O", "O", "H", "H", "H", "H", "H", "C", "C", "C", "C", "C", "C", "N", "O", "O", "H", "H", "H", "H", "H", "O", "S", "O", "O", "C", "C", "C", "H", "H", "H", "H", "H", "H", "H", "H", "O", "S", "O", "O", "C", "C", "C", "H", "H", "H", "H", "H", "H", "H", "H", "O", "S", "O", "O", "C", "C", "C", "H", "H", "H", "H", "H", "H", "H", "H", "O", "S", "O", "O", "C", "C", "C", "H", "H", "H", "H", "H", "H", "H", "H", "O", "S", "O", "O", "C", "C", "C", "H", "H", "H", "H", "H", "H", "H", "H", "C", "C", "O", "C", "O", "O", "F", "H", "H", "H", "C", "C", "O", "C", "O", "O", "F", "H", "H", "H", "C", "C", "O", "C", "O", "O", "F", "H", "H", "H"], "xyz": [[23.75, -32.98, 6.07], [23.37, -33.15, 7.35], [23.48, -32.10, 8.29], [24.12, -30.85, 7.89], [24.36, -30.67, 6.49], [24.27, -31.79, 5.63], [24.42, -29.69, 8.77], [24.57, -29.98, 9.94], [24.59, -28.57, 8.34], [23.62, -33.82, 5.40], [23.05, -34.09, 7.78], [23.37, -32.23, 9.36], [24.74, -29.75, 6.06], [24.50, -31.72, 4.58], [18.83, -36.18, 1.49], [20.04, -35.91, 2.18], [20.54, -34.61, 2.29], [19.89, -33.59, 1.59], [18.64, -33.86, 1.01], [18.12, -35.14, 0.91], [20.38, -32.22, 1.70], [21.38, -32.04, 2.48], [19.89, -31.45, 0.91], [18.34, -37.13, 1.42], [20.55, -36.63, 2.81], [21.35, -34.41, 2.97], [18.10, -33.04, 0.56], [17.28, -35.49, 0.33], [27.38, -36.95, 9.25], [28.21, -37.09, 8.15], [27.69, -37.47, 6.90], [26.37, -37.86, 6.80], [25.60, -37.90, 7.94], [26.00, -37.31, 9.23], [25.88, -38.62, 5.67], [24.68, -38.92, 5.55], [26.62, -38.74, 4.69], [27.56, -36.43, 10.18], [29.20, -36.67, 8.17], [28.35, -37.58, 6.05], [24.54, -38.08, 7.87], [25.42, -37.31, 10.14], [26.26, -25.26, 9.61], [26.78, -24.76, 8.46], [27.67, -25.59, 7.71], [27.99, -26.88, 8.21], [27.37, -27.36, 9.33], [26.52, -26.51, 10.07], [28.93, -27.67, 7.44], [29.23, -28.79, 7.85], [29.32, -27.14, 6.36], [25.37, -24.85, 10.05], [26.45, -23.85, 7.99], [28.15, -25.20, 6.83], [27.56, -28.36, 9.71], [25.89, -26.83, 10.88], [24.13, -34.83, 2.16], [24.78, -35.87, 2.81], [26.10, -35.75, 3.26], [26.78, -34.54, 3.08], [26.20, -33.51, 2.36], [24.90, -33.67, 1.84], [28.07, -34.39, 3.77], [28.39, -35.16, 4.64], [28.81, -33.53, 3.34], [23.13, -34.84, 1.76], [24.19, -36.75, 2.98], [26.49, -36.72, 3.55], [26.64, -32.54, 2.23], [24.62, -32.77, 1.33], [20.20, -29.04, 8.35], [19.84, -30.31, 8.12], [20.20, -31.33, 9.01], [20.83, -30.93, 10.21], [21.31, -29.64, 10.34], [21.00, -28.68, 9.43], [21.07, -31.86, 11.34], [21.42, -33.03, 11.07], [21.06, -31.44, 12.46], [19.88, -28.25, 7.69], [19.23, -30.43, 7.24], [19.92, -32.37, 8.90], [21.72, -29.40, 11.31], [21.32, -27.65, 9.48], [26.75, -28.77, 12.84], [27.41, -28.26, 14.08], [26.82, -28.32, 15.42], [28.91, -28.91, 14.27], [29.77, -29.08, 13.15], [31.17, -29.65, 13.60], [27.87, -26.53, 13.77], [29.90, -28.13, 12.63], [29.40, -29.84, 12.46], [31.39, -30.60, 13.11], [31.14, -29.78, 14.68], [31.86, -28.90, 13.21], [26.94, -26.03, 14.02], [28.15, -26.34, 12.73], [28.62, -26.30, 14.53], [25.69, -33.30, 11.12], [25.77, -33.74, 12.51], [24.98, -34.83, 13.12], [27.34, -34.14, 12.91], [28.57, -33.49, 12.37], [29.28, -32.72, 13.45], [25.50, -32.29, 13.64], [28.10, -32.84, 11.63], [29.21, -34.22, 11.87], [30.33, -32.47, 13.36], [29.35, -33.16, 14.44], [28.75, -31.79, 13.65], [26.44, -32.11, 14.16], [24.66, -32.51, 14.30], [25.34, -31.40, 13.03], [24.44, -27.86, 16.39], [23.62, -26.92, 15.54], [22.66, -26.12, 16.23], [24.61, -26.00, 14.55], [24.39, -24.63, 14.32], [24.64, -24.07, 12.91], [22.84, -27.88, 14.17], [25.17, -24.21, 14.96], [23.44, -24.17, 14.59], [24.48, -22.99, 12.91], [23.88, -24.61, 12.34], [25.56, -24.48, 12.49], [23.59, -28.21, 13.44], [22.18, -27.12, 13.77], [22.39, -28.74, 14.66], [17.72, -36.58, 6.68], [19.19, -36.37, 6.65], [19.75, -34.99, 6.33], [19.61, -36.75, 8.18], [18.69, -36.51, 9.23], [19.48, -37.05, 10.44], [20.07, -37.63, 5.67], [17.66, -36.82, 9.06], [18.59, -35.44, 9.44], [19.84, -38.05, 10.18], [18.81, -36.95, 11.29], [20.35, -36.40, 10.56], [19.30, -38.35, 5.37], [20.98, -37.95, 6.18], [20.42, -37.21, 4.73], [21.10, -26.00, 6.07], [22.30, -26.79, 5.88], [22.45, -28.19, 6.30], [22.83, -26.71, 4.28], [22.70, -27.84, 3.46], [21.41, -28.05, 2.76], [23.66, -25.87, 6.70], [22.97, -28.71, 4.05], [23.61, -27.76, 2.88], [20.60, -28.10, 3.48], [21.48, -29.02, 2.26], [21.25, -27.20, 2.09], [23.75, -26.35, 7.68], [23.39, -24.83, 6.87], [24.51, -25.92, 6.02], [21.97, -21.58, 8.87], [20.92, -22.03, 9.86], [21.49, -23.26, 10.34], [22.17, -23.79, 9.35], [22.64, -24.93, 9.23], [22.30, -22.87, 8.41], [19.78, -22.18, 9.21], [22.82, -21.04, 9.29], [21.59, -21.15, 7.94], [20.75, -21.40, 10.73], [27.39, -31.52, 9.07], [28.26, -32.44, 8.26], [29.64, -32.18, 8.63], [29.61, -31.39, 9.67], [30.70, -31.14, 10.21], [28.33, -31.03, 9.98], [28.01, -32.20, 6.98], [26.69, -32.13, 9.65], [27.06, -30.70, 8.44], [28.10, -33.51, 8.43], [29.96, -30.09, 4.80], [29.99, -28.90, 3.72], [28.60, -28.81, 3.54], [27.83, -29.66, 4.34], [26.61, -29.73, 4.16], [28.64, -30.53, 4.97], [30.67, -29.42, 2.72], [30.40, -29.46, 5.58], [30.60, -30.92, 4.51], [30.47, -27.97, 4.01]]}

=====

No. 7
{"formula": "C7H10O4", "method": "ωB97M-V with the def2-TZVPD basis set", "de_lowest_ev": 1.563, "total_charge": 0, "lumo_energy_ev": 0.51, "e_tot_ev": -15610.2690, "e_homo_ev": -10.305, "homo_lumo_gap_ev": 10.8, "species": ["C", "O", "C", "C", "O", "O", "C", "O", "C", "C", "C", "H", "H", "H", "H", "H", "H", "H", "H", "H", "H"], "xyz": [[3.03, -0.95, -0.33], [1.82, -0.98, 0.38], [0.90, -0.25, -0.34], [-0.35, -0.19, 0.48], [-0.09, 0.10, 1.83], [-0.88, -1.50, 0.35], [-2.26, -1.43, 0.06], [-2.92, -2.41, 0.09], [-2.55, -0.04, -0.31], [-1.45, 0.68, -0.03], [-1.21, 2.11, -0.09], [2.98, -1.67, -1.16], [3.33, 0.00, -0.68], [3.77, -1.30, 0.33], [0.67, -0.74, -1.27], [1.32, 0.78, -0.49], [0.85, -0.07, 1.98], [-3.56, 0.36, -0.52], [-2.18, 2.65, -0.17], [-0.57, 2.44, -0.93], [-0.65, 2.42, 0.81]]}

=====

No. 8
{"formula": "C31H36F9N6O2RhSSi", "method": "ωB97M-V with the def2-TZVPD basis set", "de_lowest_ev": 0.000, "total_charge": 0, "lumo_energy_ev": -0.94, "e_tot_ev": -91947.0316, "e_homo_ev": -7.620, "homo_lumo_gap_ev": 6.7, "species": ["Rh", "C", "C", "N", "C", "S", "N", "N", "C", "C", "C", "C", "C", "C", "C", "N", "H", "H", "H", "H", "H", "H", "H", "H", "H", "H", "H", "H", "H", "C", "C", "C", "C", "C", "C", "Si", "C", "C", "C", "C", "C", "C", "H", "H", "H", "H", "H", "H", "H", "H", "H", "H", "H", "C", "N", "C", "C", "O", "N", "C", "C", "H", "H", "H", "H", "H", "H", "H", "H", "H", "H", "H", "H", "F", "C", "F", "F", "C", "O", "C", "F", "F", "F", "C", "F", "F", "F"], "xyz": [[0.47, -0.01, -0.07], [2.38, 5.34, 2.29], [2.53, 4.57, 0.99], [3.07, 3.23, 1.22], [2.46, 2.09, 0.90], [1.15, 2.14, -0.29], [2.89, 0.97, 1.41], [2.30, -0.13, 1.00], [2.63, -1.31, 1.43], [3.79, -1.49, 2.37], [1.83, -2.40, 0.96], [2.08, -3.73, 1.30], [1.30, -4.74, 0.78], [0.25, -4.41, -0.07], [0.04, -3.08, -0.35], [0.80, -2.10, 0.14], [1.94, 6.32, 2.09], [3.35, 5.49, 2.77], [1.73, 4.79, 2.97], [3.20, 5.10, 0.30], [1.57, 4.46, 0.50], [3.73, 3.15, 1.99], [4.23, -0.52, 2.58], [4.54, -2.14, 1.93], [3.44, -1.93, 3.30], [2.90, -3.95, 1.98], [1.50, -5.77, 1.04], [-0.39, -5.17, -0.49], [-0.79, -2.77, -0.97], [0.77, -4.22, -4.42], [1.78, -3.60, -3.69], [1.53, -2.39, -3.07], [0.28, -1.77, -3.17], [-0.72, -2.41, -3.90], [-0.47, -3.63, -4.53], [-0.07, -0.07, -2.40], [0.97, 1.16, -3.42], [2.36, 1.18, -3.34], [3.10, 2.03, -4.15], [2.46, 2.88, -5.04], [1.08, 2.87, -5.12], [0.34, 2.02, -4.31], [0.97, -5.17, -4.91], [2.75, -4.06, -3.61], [2.31, -1.91, -2.49], [-1.70, -1.95, -3.99], [-1.25, -4.11, -5.10], [-1.47, 0.24, -2.79], [2.87, 0.53, -2.63], [4.18, 2.03, -4.08], [3.04, 3.55, -5.66], [0.58, 3.54, -5.81], [-0.74, 2.02, -4.39], [-2.58, 1.86, -0.17], [-3.45, 0.79, 0.30], [-4.58, 1.20, 1.13], [-2.97, -0.47, 0.28], [-1.83, -0.75, -0.10], [-3.83, -1.49, 0.67], [-5.19, -1.57, 0.17], [-3.22, -2.77, 0.95], [-2.95, 2.81, 0.19], [-2.54, 1.87, -1.26], [-1.56, 1.71, 0.21], [-4.25, 1.98, 1.82], [-4.93, 0.37, 1.73], [-5.39, 1.59, 0.52], [-5.46, -0.67, -0.36], [-5.89, -1.74, 0.98], [-5.27, -2.41, -0.53], [-2.22, -2.62, 1.36], [-3.13, -3.39, 0.05], [-3.83, -3.30, 1.68], [-1.06, 3.08, 4.49], [-1.20, 2.48, 3.29], [-0.53, 3.23, 2.40], [-2.50, 2.56, 2.96], [-0.69, 0.99, 3.25], [-0.55, 0.54, 2.01], [-1.75, 0.12, 4.01], [-2.20, 0.66, 5.16], [-2.83, -0.09, 3.24], [-1.25, -1.10, 4.31], [0.63, 0.95, 4.12], [1.35, -0.14, 3.85], [0.40, 0.95, 5.45], [1.41, 2.02, 3.88]]}

=====

No. 9
{"formula": "C5H21NO4", "method": "ωB97M-V with the def2-TZVPD basis set", "de_lowest_ev": 2.176, "total_charge": 0, "lumo_energy_ev": 0.40, "e_tot_ev": -15204.2789, "e_homo_ev": -8.934, "homo_lumo_gap_ev": 9.3, "species": ["C", "C", "N", "C", "C", "C", "H", "H", "H", "H", "H", "H", "H", "H", "H", "H", "H", "H", "H", "O", "H", "H", "O", "H", "H", "O", "H", "H", "O", "H", "H"], "xyz": [[2.35, -0.76, -1.82], [1.07, 0.02, -1.56], [0.42, -0.54, -0.36], [-1.03, -0.69, -0.54], [0.58, 0.29, 0.83], [2.02, 0.37, 1.34], [2.17, -1.66, -2.38], [3.08, -0.10, -2.33], [2.64, -1.15, -0.79], [0.35, -0.18, -2.39], [1.18, 1.15, -1.45], [-1.56, -1.22, 0.24], [-1.19, -1.36, -1.42], [-1.62, 0.21, -0.77], [-0.03, -0.22, 1.59], [0.16, 1.35, 0.71], [2.20, 0.95, 2.27], [2.71, 0.82, 0.63], [2.35, -0.65, 1.72], [-1.51, 2.26, -1.16], [-2.07, 2.69, -1.81], [-0.72, 1.99, -1.67], [0.58, 3.53, 0.46], [0.57, 2.57, 0.62], [0.04, 3.94, 1.13], [-2.48, -3.54, 0.20], [-1.52, -3.48, 0.28], [-2.87, -2.96, 0.86], [-2.82, -1.54, 2.54], [-1.92, -1.38, 2.86], [-3.16, -0.72, 2.17]]}

=====

No. 10
{"formula": "C10H15ClN3O", "method": "ωB97M-V with the def2-TZVPD basis set", "de_lowest_ev": 1.208, "total_charge": 1, "lumo_energy_ev": -3.89, "e_tot_ev": -29645.6007, "e_homo_ev": -13.527, "homo_lumo_gap_ev": 9.6, "species": ["N", "C", "O", "C", "C", "C", "C", "C", "Cl", "C", "C", "C", "N", "C", "N", "H", "H", "H", "H", "H", "H", "H", "H", "H", "H", "H", "H", "H", "H", "H"], "xyz": [[0.87, -0.44, -1.47], [-0.08, 0.66, -1.23], [-1.26, 0.58, -1.95], [0.62, 1.99, -1.25], [1.88, 2.00, -0.39], [1.61, 1.72, 1.16], [0.81, 0.48, 1.40], [-0.44, 0.30, 0.46], [-1.55, 1.50, 1.04], [-0.99, -1.06, 0.62], [-2.11, -1.32, 1.32], [-2.47, -2.68, 1.43], [-1.83, -3.63, 0.77], [-0.91, -3.26, -0.08], [-0.44, -2.06, -0.10], [0.72, -0.68, -2.45], [1.84, -0.20, -1.42], [-1.74, 1.31, -2.25], [-0.03, 2.92, -0.89], [0.95, 2.39, -2.15], [2.45, 2.89, -0.73], [2.52, 1.29, -0.76], [2.64, 1.67, 1.70], [1.05, 2.53, 1.50], [1.51, -0.34, 1.16], [0.52, 0.66, 2.49], [-2.61, -0.49, 1.72], [-3.23, -3.20, 1.98], [-0.47, -3.90, -0.75], [0.19, -1.62, -0.88]]}